C49H55FeN2O3P2SSi | wB97M-V/def2-TZVPD

Positions of all 114 atoms, in Å:
1 H -4.30396 2.84445 -3.93929
2 H 0.07207 -2.73513 1.56593
3 H -6.93149 0.98015 -1.11964
4 H 6.54438 -1.71052 -0.53348
5 C -5.72696 2.01311 -2.56276
6 H 2.41327 -1.89212 -3.82374
7 H -2.62997 -3.52845 2.00028
8 H 4.86518 0.07889 -0.43147
9 C -5.48318 1.68025 2.18447
10 H -6.53266 2.65917 -2.88504
11 H -3.39840 5.19518 5.17947
12 C -1.43553 -3.50947 -4.21283
13 C 1.87655 0.69021 3.02467
14 C -2.75961 -3.30004 5.36871
15 C -2.72200 2.15601 1.52179
16 H -2.65289 -1.48170 6.50581
17 H -5.11685 -0.48837 -0.37662
18 C 2.56968 0.23496 -4.04044
19 H 2.70181 -2.13596 2.54164
20 C -2.64102 -1.92371 5.51893
21 P -2.15269 -0.58859 1.75876
22 C 1.94949 -0.86175 -2.00584
23 C -3.24838 0.80807 1.90938
24 C 4.47450 -3.05454 1.78286
25 H -4.88750 -0.34841 2.60617
26 H -5.82944 3.70100 1.50086
27 H 2.66523 1.18501 3.59810
28 C 1.09187 -4.22131 0.38717
29 C 1.65366 -2.07875 -1.20731
30 H -1.76699 5.23754 -1.95444
31 H -1.33626 3.61932 -3.81039
32 H 2.78089 -3.44139 -2.42328
33 C -0.73886 3.42882 3.84637
34 C 1.85284 -4.41637 -0.75372
35 C -3.67156 -3.97384 -3.44614
36 C -3.79747 3.16753 1.30729
37 C -1.49010 4.20430 -1.73297
38 S -0.39131 2.58173 0.27938
39 H 3.79017 2.19533 -0.12432
40 H -6.50897 1.52041 2.48409
41 H -4.57512 -4.56556 -3.50219
42 C -5.08576 2.92757 1.64200
43 H -3.50942 3.71923 4.22236
44 H -1.70005 5.26282 3.33609
45 C 2.04586 1.44373 -2.06314
46 C -2.49813 -1.68716 3.12549
47 H -0.93487 5.24629 4.90166
48 C 5.69106 -1.81092 0.12445
49 H -2.69344 3.69854 5.78907
50 C -4.47462 2.11801 -3.15553
51 C -3.66269 0.35430 -1.73230
52 C -2.50673 -1.11776 4.40210
53 H -2.86456 -3.93029 6.24155
54 H -2.85141 -4.94223 3.99218
55 H 0.17887 4.18278 -3.11624
56 H 0.31653 4.61713 -0.58788
57 H -2.47012 1.34908 -3.21418
58 N 0.89352 -1.89858 -0.11789
59 H 2.85216 0.19909 -5.08381
60 C 5.55809 -2.93855 0.92193
61 H 2.59558 2.99188 0.92143
62 C -4.55489 0.62819 2.26892
63 H -2.41180 -0.04383 4.51431
64 C 3.52927 -2.04214 1.84731
65 C -4.92262 0.24033 -1.15301
66 H 0.97004 1.28901 3.09638
67 H -4.46323 -2.64284 -1.97027
68 C -0.69194 4.21585 -0.43968
69 C -2.62045 -3.06869 2.98081
70 H -1.17283 4.80927 0.33830
71 H -1.90454 -2.40511 0.23324
72 C -2.43920 -2.12926 -2.51891
73 O -0.93897 -0.09953 -1.52677
74 C -1.53439 4.63058 4.21599
75 C -3.60319 -2.89602 -2.58066
76 C -5.95122 1.07266 -1.56843
77 H 6.30644 -3.71912 0.88434
78 C 3.29212 2.15350 0.84385
79 H -0.44415 2.57203 -2.70103
80 Fe 0.36253 0.18082 0.11062
81 C 0.64581 -2.94468 0.66936
82 H -3.58979 -1.87803 0.31409
83 C 2.32790 -0.93178 -3.33645
84 H 2.63058 2.38454 -3.88777
85 O -1.92642 1.96428 0.31886
86 H 0.17641 3.54857 3.28126
87 C -2.55678 -1.52883 0.24924
88 H 1.92339 2.36758 -1.51615
89 H -2.41577 3.64877 -1.57285
90 C -2.58454 -4.28512 -4.25507
91 H 2.22298 -5.40001 -1.00888
92 H -2.63986 -5.13194 -4.92583
93 C 4.73987 -0.80243 0.18896
94 C -2.75186 -3.87110 4.10446
95 C -1.36040 -2.42899 -3.34535
96 H -0.47832 -1.80202 -3.30882
97 H 0.86039 -5.03879 1.05520
98 C -0.72582 3.60707 -2.90724
99 H -3.49869 4.12961 0.90973
100 C 2.15261 -3.32647 -1.55207
101 Si 2.45551 0.52390 1.24485
102 H 4.37680 -3.92685 2.41665
103 C 3.64195 -0.89984 1.04912
104 C -2.86172 4.29294 4.88963
105 H 1.67195 -0.27382 3.49106
106 H 4.06279 2.29826 1.60551
107 N 1.79672 0.32237 -1.37628
108 H -2.05107 2.52393 2.32227
109 H -0.81441 2.54431 4.47132
110 P -2.30021 -0.74930 -1.38361
111 C -3.44561 1.28625 -2.74805
112 H -0.60298 -3.74055 -4.86424
113 C 2.43630 1.44804 -3.38506
114 O -0.67822 -0.18497 1.77248

The HOMO-LUMO gap (spin up / spin down) comes out at 6.64 / 6.49 eV. As for the spin multiplicity: 6. As for the net charge: +2. The HOMO energy (spin up / spin down) is -11.9 / -12.6 eV. The value obtained for the energy above the lowest of the compared OMol25 structures with the same formula, charge and spin is 381.0 kJ/mol.